Entry 1:
{"formula": "C41H42ClGe2N3OS2SiW", "method": "ωB97M-V/def2-TZVPD", "charge": 1, "multiplicity": 2, "de_lowest_ev": 0.0000, "e_homo_ev": [-10.75, -10.63], "elements": ["W", "Ge", "Ge", "Cl", "S", "S", "Si", "O", "N", "N", "N", "C", "C", "C", "C", "C", "C", "C", "C", "C", "C", "C", "C", "C", "C", "C", "C", "C", "C", "C", "C", "C", "C", "C", "C", "C", "C", "C", "C", "C", "C", "C", "C", "C", "C", "C", "C", "C", "C", "C", "C", "C", "H", "H", "H", "H", "H", "H", "H", "H", "H", "H", "H", "H", "H", "H", "H", "H", "H", "H", "H", "H", "H", "H", "H", "H", "H", "H", "H", "H", "H", "H", "H", "H", "H", "H", "H", "H", "H", "H", "H", "H", "H", "H"], "positions_angstrom": [[0.2827, -0.7258, 0.1333], [2.6056, 0.4557, 0.8148], [2.7575, 2.6162, 1.9666], [0.9058, -2.5492, -1.1232], [0.5086, -1.2318, 2.4526], [-0.9825, -0.2147, 4.7257], [-2.8958, -1.4863, -0.7035], [-1.5977, -0.9851, 0.2185], [-0.4958, 1.0806, 1.1202], [0.3098, 0.8644, -1.3462], [-0.9484, 1.0646, 2.4017], [1.9314, 4.1601, 1.0685], [-4.3715, -0.5912, -0.0015], [3.7396, -2.1857, 1.4403], [4.9272, -1.4147, 3.8187], [3.6230, -0.8579, 1.8573], [4.6964, 2.9672, 2.0796], [-1.9372, -0.0177, -5.0354], [-0.3427, 2.0067, -0.9990], [-3.7716, -5.4608, -1.4254], [-6.6033, 0.7405, 1.0370], [3.6101, 1.9077, -1.5286], [-0.5041, 3.0454, -1.8984], [-2.4031, -5.3987, 0.5510], [-3.6861, -4.0802, -1.5267], [-4.2763, 0.1496, 1.1774], [-1.8666, 1.3077, 5.1332], [1.9661, 2.5228, 3.7599], [4.4314, -0.3056, -2.9727], [4.5726, 0.9635, -3.5196], [3.4526, 0.6406, -0.9665], [4.2221, -0.4900, 3.0606], [-2.9418, 0.3521, -2.8825], [-1.8546, -1.7342, -3.3548], [-3.1289, -6.1198, -0.3869], [3.8796, -0.4626, -1.7084], [5.0401, -2.7275, 3.3869], [-5.6077, -0.6500, -0.6496], [0.6652, 1.7429, -3.5259], [-2.9609, -3.3387, -0.5903], [-2.5583, -0.9238, -2.4584], [0.7981, 0.7380, -2.5893], [-0.8249, 2.0619, 0.3618], [-1.5442, -1.2865, -4.6320], [-0.5691, 0.0161, 3.0637], [-2.3227, -4.0178, 0.4491], [-5.3825, 0.8122, 1.6921], [-6.7161, 0.0071, -0.1370], [4.4433, -3.1129, 2.1949], [-2.6348, 0.8034, -4.1588], [4.1660, 2.0719, -2.7909], [0.0128, 2.9132, -3.1764], [3.2665, -2.5172, 0.5226], [5.0123, 1.0871, -4.5008], [-3.1933, -7.1973, -0.3089], [1.3006, -0.1909, -2.8185], [0.8823, 2.4222, 3.7020], [-1.0233, 3.9420, -1.5889], [5.0160, 3.0146, 3.1213], [1.0726, 1.5983, -4.5155], [5.5884, -3.4490, 3.9780], [5.2792, 2.1928, 1.5820], [-1.0129, -1.9332, -5.3188], [-1.5537, 2.1039, 4.4654], [4.9296, 3.9239, 1.6116], [4.7618, -1.1750, -3.5270], [4.1502, 0.5292, 3.4210], [-0.0988, 3.7132, -3.8957], [-7.6665, -0.0525, -0.6509], [1.8410, 4.9560, 1.8098], [0.9371, 3.9614, 0.6711], [3.2974, 2.7881, -0.9788], [4.5225, -4.1370, 1.8535], [-1.6067, 1.5557, 6.1593], [-1.4365, 2.8836, 0.7157], [-1.7578, -3.4612, 1.1898], [3.7883, -1.4628, -1.3032], [2.3593, 1.6881, 4.3401], [-7.4672, 1.2533, 1.4393], [-1.9026, -5.9123, 1.3615], [-1.7136, 0.3249, -6.0381], [-2.9579, 1.7867, -4.4784], [-4.1855, -3.5800, -2.3501], [5.3897, -1.1073, 4.7478], [-3.3292, 0.2100, 1.7022], [-3.5108, 0.9900, -2.2131], [-2.9387, 1.1498, 5.0488], [-4.3374, -6.0233, -2.1566], [-1.5581, -2.7336, -3.0557], [4.2894, 3.0667, -3.2009], [2.5559, 4.5297, 0.2557], [-5.2924, 1.3827, 2.6082], [-5.7124, -1.2142, -1.5711], [2.1969, 3.4501, 4.2870]], "mulliken_spin": [0.866, -0.048, -0.001, 0.059, -0.033, 0.000, -0.002, 0.031, -0.019, 0.124, -0.005, 0.000, 0.000, 0.005, 0.002, 0.011, -0.003, 0.001, 0.018, 0.000, 0.000, 0.000, 0.002, 0.001, 0.001, 0.004, -0.001, 0.000, 0.000, -0.003, -0.005, 0.006, 0.002, 0.001, 0.000, 0.001, -0.002, -0.001, -0.011, -0.002, 0.002, -0.018, 0.000, -0.001, 0.014, 0.001, 0.001, 0.000, 0.003, 0.000, 0.002, 0.004, -0.007, 0.000, 0.000, 0.007, 0.000, 0.000, 0.000, 0.001, 0.000, 0.000, -0.001, 0.000, 0.000, 0.000, -0.001, -0.001, 0.000, 0.000, 0.000, -0.001, 0.000, 0.000, -0.003, -0.001, 0.000, 0.000, 0.000, 0.000, 0.000, 0.000, 0.000, 0.000, -0.002, 0.000, 0.000, 0.000, 0.001, 0.000, 0.000, 0.000, 0.000, 0.000]}

Entry 2:
{"formula": "C2H2INO2S", "method": "ωB97M-V/def2-TZVPD", "de_lowest_ev": 1.6652, "e_homo_ev": -10.32, "elements": ["I", "S", "O", "O", "N", "C", "C", "H", "H"], "positions_angstrom": [[-2.6933, 1.6033, 0.3745], [-0.3765, 1.0892, -0.2725], [0.4393, 2.1917, 0.0192], [-0.2980, 0.7153, -1.6983], [1.7218, -1.4424, -0.3244], [0.7458, -1.0502, 0.2348], [-0.1283, -0.3700, 0.8477], [1.3576, -2.0703, -0.8733], [-0.7684, -0.6666, 1.6924]], "lowdin_charge": [0.578, 0.254, -0.348, -0.380, 0.259, -0.289, -0.195, 0.026, 0.095]}

Entry 3:
{"formula": "C25H26MgN7O6S2", "method": "ωB97M-V/def2-TZVPD", "charge": 1, "de_lowest_ev": 0.0000, "e_homo_ev": -9.30, "elements": ["S", "S", "Mg", "O", "O", "O", "O", "O", "O", "N", "N", "N", "N", "N", "N", "N", "C", "C", "C", "C", "C", "C", "C", "C", "C", "C", "C", "C", "C", "C", "C", "C", "C", "C", "C", "C", "C", "C", "C", "C", "C", "H", "H", "H", "H", "H", "H", "H", "H", "H", "H", "H", "H", "H", "H", "H", "H", "H", "H", "H", "H", "H", "H", "H", "H", "H", "H"], "positions_angstrom": [[12.8360, 7.1288, 8.5279], [13.7480, 10.2018, 12.9828], [16.1830, 7.2148, 10.0242], [15.6742, 9.0819, 8.9333], [15.7420, 10.0499, 6.8209], [12.6055, 8.5441, 8.7094], [17.0821, 5.1074, 9.9166], [18.4289, 3.7286, 8.7234], [13.3251, 6.6010, 7.2710], [15.4093, 8.7707, 11.6606], [17.9156, 7.3916, 11.3379], [17.0082, 6.9816, 8.0783], [7.4741, 4.8604, 9.2982], [12.4511, 5.5300, 10.9703], [13.9750, 6.7445, 9.6566], [14.7755, 5.9719, 11.6101], [19.8029, 6.4027, 12.8570], [17.6903, 4.8890, 8.8777], [11.2991, 6.3509, 8.7628], [8.6911, 5.3946, 9.0092], [14.8863, 9.2561, 13.8637], [12.3668, 4.6663, 11.9630], [14.6157, 5.1663, 12.6528], [17.2174, 7.8584, 5.8612], [17.6292, 5.8573, 7.7593], [14.4037, 9.6275, 11.4951], [16.0432, 9.0620, 7.7198], [13.4357, 4.4335, 12.8292], [9.6197, 4.7492, 8.1702], [19.2044, 5.5185, 13.9792], [9.0506, 6.6536, 9.5662], [10.9328, 5.1515, 8.1215], [16.8183, 7.9465, 7.1893], [17.8273, 6.6702, 5.5102], [15.6896, 8.5342, 12.9788], [18.7246, 7.0313, 12.1153], [13.6757, 6.0770, 10.7937], [10.3425, 7.1158, 9.3959], [18.1145, 5.6697, 6.4378], [20.7140, 7.5011, 13.4172], [20.5694, 5.4118, 11.9460], [21.5993, 7.0660, 13.9434], [21.2596, 4.8601, 12.5529], [18.9975, 3.7891, 7.9602], [13.3288, 3.7166, 13.6572], [15.4386, 5.0279, 13.3999], [14.9254, 9.2049, 14.9647], [18.6452, 6.0998, 14.7551], [20.1338, 8.1736, 14.0929], [21.1450, 5.9010, 11.1335], [13.9822, 9.9504, 10.5625], [9.2585, 3.8851, 7.6060], [11.4350, 4.1316, 12.0717], [20.0397, 5.0138, 14.4925], [15.2412, 10.7577, 7.2877], [16.4408, 7.8370, 13.2571], [18.1132, 6.5293, 4.4581], [19.8969, 4.6608, 11.4889], [10.5741, 8.1071, 9.7365], [21.1703, 8.0944, 12.5824], [7.3345, 3.8530, 9.1674], [18.6040, 4.7203, 13.5204], [17.0045, 8.6373, 5.1238], [11.6887, 4.5564, 7.5726], [6.9742, 5.2430, 10.1080], [18.6472, 4.7441, 6.1567], [8.3315, 7.2015, 10.1700]], "lowdin_charge": [0.628, 1.038, 0.659, 0.023, 0.150, -0.330, 0.080, 0.150, -0.333, -0.091, 0.203, 0.142, 0.096, 0.132, -0.120, 0.058, -0.587, -0.356, -0.344, -0.326, -0.373, -0.113, -0.131, 0.072, -0.136, -0.426, -0.327, -0.070, -0.037, -0.035, -0.014, -0.051, -0.152, 0.000, -0.254, -0.070, -0.443, -0.086, 0.065, -0.039, -0.031, 0.107, 0.083, 0.094, 0.100, 0.120, 0.078, 0.105, 0.104, 0.102, 0.063, 0.114, 0.113, 0.097, 0.164, 0.069, 0.137, 0.093, 0.106, 0.103, 0.109, 0.092, 0.148, 0.126, 0.108, 0.134, 0.110]}

Entry 4:
{"formula": "C32H73BCl3N5O10P3S", "method": "ωB97M-V/def2-TZVPD", "charge": 1, "e_homo_ev": -10.02, "elements": ["Cl", "Cl", "Cl", "S", "P", "P", "P", "O", "O", "O", "O", "O", "O", "O", "O", "O", "O", "N", "N", "N", "N", "N", "C", "C", "C", "C", "C", "C", "C", "C", "C", "C", "C", "C", "C", "C", "C", "C", "C", "C", "C", "C", "C", "C", "C", "C", "C", "C", "C", "C", "C", "C", "C", "C", "B", "H", "H", "H", "H", "H", "H", "H", "H", "H", "H", "H", "H", "H", "H", "H", "H", "H", "H", "H", "H", "H", "H", "H", "H", "H", "H", "H", "H", "H", "H", "H", "H", "H", "H", "H", "H", "H", "H", "H", "H", "H", "H", "H", "H", "H", "H", "H", "H", "H", "H", "H", "H", "H", "H", "H", "H", "H", "H", "H", "H", "H", "H", "H", "H", "H", "H", "H", "H", "H", "H", "H", "H", "H"], "positions_angstrom": [[-3.3431, -2.5087, 1.4973], [-5.1908, -0.2294, 2.0823], [2.3555, -4.4014, -0.8007], [-4.4571, -1.5778, -2.7184], [1.7522, -2.4090, -0.7615], [0.2584, -0.0309, -3.2573], [0.6452, -3.4299, -3.6938], [-2.3924, -0.5470, -5.0529], [4.8504, 6.9314, 3.5407], [-1.6411, -4.3225, -1.9946], [1.5922, 0.2771, -2.3404], [3.0021, -5.0298, 4.8146], [-0.6112, -4.2005, -4.4845], [-0.3281, -4.3967, 0.0327], [2.4507, -2.1298, -2.2104], [-0.1201, -2.2003, 3.0327], [1.4474, 3.8049, 3.3009], [-1.7463, -1.8887, -3.1731], [2.5068, -2.1112, 4.7188], [2.0111, 6.3476, 4.7380], [-2.6378, 0.3526, -2.4036], [1.0303, -0.1678, -4.7951], [-2.4510, 2.3444, -3.9187], [-4.5092, 1.0711, -0.1419], [-0.4105, 1.1129, -0.2358], [-0.5209, -5.8009, 0.2082], [4.6423, 5.6909, 2.8999], [2.3258, -2.9687, 5.8821], [3.3058, -4.1193, 5.8645], [0.0858, -3.6045, 3.0477], [2.7820, 7.5866, 4.7152], [-3.3571, 1.2674, -3.2769], [0.0470, -1.5505, 4.2792], [1.7715, 2.9372, 4.3697], [-0.2393, -1.8864, -2.8440], [-2.0007, -1.8128, -4.6499], [0.9367, 3.2641, -0.5489], [-2.9149, -0.5914, -6.3897], [3.9563, -5.0720, 3.7741], [1.4773, -1.0994, 4.5387], [0.8782, 1.8757, 0.1125], [-2.4418, -1.5274, -0.8033], [-2.7432, -1.0099, -2.2373], [1.0862, 6.1799, 3.6291], [0.4789, 4.7959, 3.6300], [-0.0840, -2.3117, -1.3495], [-3.3893, -1.1864, 0.3464], [-0.4459, -0.2757, 0.4124], [-4.4331, -0.6709, -6.4306], [1.6468, -2.9754, -5.1319], [3.7449, 7.8123, 3.5568], [-0.9642, -1.5236, -0.3180], [-4.2306, -0.1793, 0.6459], [-2.5793, 2.5155, -5.4386], [-0.6600, -3.8074, -1.1312], [-4.1095, 1.8048, -2.6933], [1.6982, 1.2262, -2.3142], [3.2360, 7.7938, 2.5844], [1.5591, 6.3329, 2.6474], [0.8992, 2.0036, 1.1954], [1.7689, -0.4834, 3.6824], [-2.5535, 0.3053, -6.8927], [-0.5014, -4.1953, -5.4369], [-3.5063, 2.0807, -5.8193], [4.3312, -3.7515, 5.7682], [-1.2400, 1.7242, 0.1494], [0.5584, -0.5138, 0.7780], [-4.7657, -1.1825, -7.3349], [-1.0296, -0.2109, 1.3371], [4.2797, 4.9216, 3.5891], [-3.9059, 0.7326, -4.0474], [0.3685, -0.5007, -5.4893], [0.0504, -6.1019, 1.0856], [-4.8190, -1.2101, -5.5628], [-1.4175, 2.1203, -3.6589], [2.9289, -1.2996, -2.1903], [-1.0603, -2.2231, 0.5197], [0.8677, 2.4801, 4.7861], [-0.1518, -6.3657, -0.6493], [-2.4805, -1.4392, -6.9309], [2.0807, 8.4266, 4.7461], [-4.8858, 0.3229, -6.4312], [0.8092, 4.0555, 0.1853], [-3.6280, 1.6970, -0.2776], [-0.5637, -0.6431, 4.2311], [2.4090, 2.1496, 3.9706], [-2.0213, -2.8581, -2.9496], [1.1286, -3.8521, 2.8269], [3.9714, -4.1494, 3.1817], [0.2815, 6.9148, 3.7276], [-0.3679, -2.1655, 5.0857], [2.3118, 3.4483, 5.1725], [-2.3441, 0.7930, -1.5502], [3.6843, -5.8999, 3.1218], [-2.6566, -2.5979, -0.9365], [3.3631, 7.6265, 5.6388], [-1.7591, 2.0065, -5.9542], [-4.9779, 0.8153, -1.0919], [2.3938, -2.2421, -4.8399], [3.2272, -4.6634, 6.8090], [-2.5274, 3.5640, -5.7301], [2.5430, -2.6921, 3.8907], [1.3160, -3.4000, 5.9401], [1.2225, 0.7922, -5.0699], [-4.3055, -2.8696, -2.3950], [-2.6800, 3.3067, -3.4509], [-0.5169, 1.1107, -1.3206], [-1.3752, -4.9834, -2.6358], [1.7272, 1.2691, -0.2063], [4.1645, 8.8141, 3.6743], [-2.7479, -2.5707, -4.9071], [2.6515, 5.5646, 4.7551], [-0.5355, -4.0075, 2.2531], [-1.0689, -2.0926, -5.1402], [2.1536, -3.8995, -5.4211], [-1.5751, -6.0310, 0.3718], [1.0908, -2.5728, -5.9815], [4.9628, -5.2508, 4.1635], [1.8943, 3.4376, -1.0454], [-0.2068, -4.0543, 3.9997], [1.4749, -0.4426, 5.4157], [2.4872, -2.3767, 6.7876], [3.9356, 5.7817, 2.0691], [0.0231, 4.5763, 4.5996], [-5.2334, 1.6794, 0.3973], [5.6037, 5.3608, 2.5067], [-0.3082, 4.7580, 2.8702], [0.1439, 3.3831, -1.2965]], "lowdin_charge": [0.756, 0.704, 0.346, 0.940, 0.745, 0.978, 1.008, -0.179, -0.175, 0.110, -0.298, -0.196, -0.311, -0.081, -0.452, -0.209, -0.212, -0.039, -0.045, -0.049, -0.040, -0.147, -0.213, -0.113, -0.229, -0.044, -0.105, -0.213, -0.214, -0.080, -0.197, -0.207, -0.215, -0.113, -0.437, -0.228, -0.083, -0.231, -0.115, -0.207, -0.247, -0.263, -0.579, -0.220, -0.217, -0.402, -0.595, -0.141, -0.053, -0.258, -0.227, -0.256, -0.710, -0.088, -0.835, 0.103, 0.046, 0.110, 0.105, 0.103, 0.110, 0.105, 0.064, 0.062, 0.124, 0.117, 0.082, 0.086, 0.119, 0.073, 0.080, 0.024, 0.098, 0.047, 0.050, 0.048, 0.081, 0.086, 0.095, 0.123, 0.119, 0.075, 0.064, 0.074, 0.120, 0.082, 0.094, 0.083, 0.078, 0.126, 0.116, 0.085, 0.078, 0.087, 0.089, 0.121, 0.060, 0.058, 0.032, 0.124, 0.078, 0.073, 0.109, 0.047, -0.090, 0.105, 0.019, 0.104, 0.089, 0.123, 0.142, 0.073, 0.057, 0.090, 0.058, 0.106, 0.038, 0.090, 0.072, 0.099, 0.119, 0.126, 0.085, 0.124, 0.068, 0.088, 0.117, 0.068]}

Q: Which DFT total energy values were calculated for the entries above? A: -206643.037, -26623.939, -76176.198, -139232.222, in eV.